The following is a DFT calculation (wB97M-V/def2-TZVPD) of a 2-piece molecular cluster, C2HF3I2 overall in a non-equilibrium geometry.

Values from the calculation:
Spin multiplicity: 1
LUMO level (alpha / beta): -2.27 / -3.12 eV
Energy relative to the best compared isomer or geometry (same formula, charge and spin): 46.97 kcal per mole
Frontier orbital gap (alpha / beta): 7.7 / 6.3 eV
M: 335.8 g/mol

```
8
Properties=species:S:1:pos:R:3:forces:R:3:mulliken_charge:R:1
C -0.123 0.579 -0.430 -1.150 3.071 0.354 -0.3403
C 0.411 -0.460 0.362 0.988 -0.975 1.943 0.4463
F -0.074 0.413 -1.690 -0.074 -1.072 -2.682 -0.1407
F 0.169 -1.708 -0.060 0.189 0.932 0.425 -0.1532
F 0.122 -0.302 1.679 0.409 -0.446 -1.161 -0.1588
I -3.204 -0.128 0.267 0.795 0.221 -0.166 -0.0207
I 2.743 -0.086 0.148 -0.928 -0.280 0.156 0.0202
H -0.045 1.691 -0.277 -0.229 -1.450 1.131 0.3472
```
Positions in Å, forces in eV/Å.



The following is a DFT calculation (wB97M-V/def2-TZVPD) of C20H43O7S6ScSi as an isolated structure.

Values from the calculation:
Spin multiplicity: 1
LUMO level: -0.21 eV
Frontier orbital gap: 8.3 eV
M: 661.0 g/mol

```
78
Properties=species:S:1:pos:R:3:forces:R:3:mulliken_charge:R:1
Sc 0.819 -1.707 0.676 -0.337 -0.278 0.439 0.4903
C -0.100 -2.922 4.003 0.036 0.018 -0.052 -1.0392
C 1.393 -3.194 4.144 -0.020 -0.024 -0.042 -0.7723
S 2.220 -3.237 2.528 0.018 -0.078 0.043 0.2581
C 3.785 -2.397 2.855 0.015 -0.015 0.009 -0.2289
C 4.491 -2.184 1.520 -0.062 0.009 -0.003 -1.0361
S 3.548 -1.263 0.270 0.082 -0.050 -0.041 0.0798
C 3.896 0.461 0.701 -0.036 -0.036 0.004 -0.4402
C 3.447 0.936 2.078 -0.033 0.025 0.000 -1.0358
S 1.677 0.633 2.325 0.029 0.008 -0.108 0.4424
C 1.563 0.295 4.095 0.044 0.031 -0.003 -0.7323
C 0.120 -0.121 4.375 -0.023 0.006 -0.020 -1.1951
S -0.572 -1.350 3.235 -0.028 -0.043 -0.005 0.2424
H -0.581 -2.978 4.980 0.016 0.004 0.011 0.6155
H -0.554 -3.669 3.351 -0.006 -0.016 0.013 0.3704
H 1.523 -4.175 4.602 -0.003 0.011 0.027 0.5721
H 1.886 -2.457 4.776 -0.016 -0.004 0.023 0.3922
H 4.396 -3.043 3.488 0.037 0.035 -0.004 0.5311
H 3.615 -1.459 3.375 0.040 0.006 0.003 -0.1943
H 4.693 -3.148 1.052 0.012 -0.002 0.013 0.4658
H 5.447 -1.678 1.658 0.006 -0.012 0.022 0.5141
H 3.382 1.020 -0.082 0.015 0.021 0.002 -0.0250
H 4.969 0.619 0.586 -0.001 0.025 0.004 0.5737
H 3.637 2.007 2.156 0.023 -0.003 0.007 0.5950
H 4.005 0.442 2.872 0.023 0.007 -0.004 0.4402
H 1.801 1.201 4.654 -0.013 -0.014 0.026 0.5734
H 2.269 -0.481 4.380 -0.007 0.004 0.036 0.1769
H -0.533 0.746 4.268 0.005 0.009 0.028 0.4311
H 0.010 -0.490 5.395 0.018 0.021 0.011 0.5676
O -0.918 -4.798 -0.674 0.028 0.038 -0.045 -0.6234
S -0.088 -4.255 0.352 -0.028 0.057 0.053 0.9935
O 0.335 -5.164 1.391 0.027 0.029 0.030 -0.6148
O -0.737 -3.019 1.028 0.102 0.228 -0.171 -0.4641
O 1.133 -3.507 -0.240 0.066 0.179 -0.148 -0.4097
C -0.524 4.187 -3.870 -0.003 -0.002 0.001 -1.8167
C 0.202 3.117 -3.068 0.001 -0.043 0.015 1.7962
C 1.222 3.748 -2.128 -0.001 0.002 -0.005 -1.2123
C 0.873 2.116 -4.002 -0.018 0.006 0.013 -1.5662
O -0.803 2.482 -2.263 0.007 0.014 0.017 0.1271
Si -1.020 0.947 -1.761 -0.061 -0.128 -0.001 -0.8870
S 0.727 0.322 -0.728 0.080 -0.153 -0.162 -0.1968
O -1.328 0.018 -3.059 -0.034 0.093 0.094 0.1158
C -2.054 -1.222 -3.188 0.024 0.018 0.051 2.1627
C -1.869 -2.073 -1.943 0.032 -0.005 -0.012 -1.5216
C -3.523 -0.883 -3.402 0.011 0.023 0.001 -1.7756
C -1.471 -1.918 -4.407 0.006 -0.005 0.004 -1.9997
O -2.316 0.923 -0.770 0.014 0.001 -0.049 0.1877
C -2.769 1.806 0.264 -0.002 -0.010 -0.044 1.8216
C -3.547 2.942 -0.389 0.010 0.001 0.008 -1.7235
C -3.675 0.965 1.153 0.014 -0.003 -0.002 -1.7218
C -1.598 2.353 1.073 -0.029 0.017 0.005 -1.2064
H 0.180 4.749 -4.485 -0.007 0.005 -0.001 0.4214
H -1.034 4.878 -3.197 0.003 0.005 -0.003 0.3309
H -1.268 3.724 -4.520 0.001 0.006 -0.003 0.3871
H 1.984 4.284 -2.698 0.004 0.004 0.014 0.4917
H 1.705 2.976 -1.527 0.000 0.001 -0.004 -0.0494
H 0.726 4.452 -1.457 0.004 0.004 -0.002 0.2940
H 1.604 2.630 -4.628 0.000 -0.009 -0.005 0.5541
H 0.132 1.637 -4.642 0.003 0.007 -0.007 0.3085
H 1.387 1.337 -3.436 0.005 0.010 -0.001 0.2198
H -2.268 -1.562 -1.066 -0.011 -0.033 0.015 0.2245
H -0.809 -2.288 -1.784 -0.069 -0.010 -0.093 0.1903
H -2.378 -3.031 -2.040 0.016 -0.004 -0.004 0.6285
H -3.914 -0.354 -2.532 -0.005 -0.004 -0.001 0.1496
H -4.105 -1.795 -3.550 0.000 0.002 0.000 0.4533
H -3.636 -0.246 -4.280 -0.008 -0.004 0.000 0.3935
H -0.414 -2.130 -4.245 0.000 -0.002 -0.004 0.3501
H -1.570 -1.281 -5.288 -0.002 -0.003 -0.001 0.4272
H -1.990 -2.860 -4.590 0.004 0.002 -0.006 0.4103
H -4.372 2.538 -0.976 -0.002 0.002 0.006 0.3377
H -2.895 3.510 -1.053 -0.002 -0.002 0.007 0.1477
H -3.952 3.613 0.372 -0.008 0.006 -0.011 0.4634
H -4.492 0.547 0.564 -0.004 0.001 0.004 0.3413
H -4.095 1.571 1.958 -0.003 -0.004 0.000 0.4568
H -3.109 0.139 1.589 -0.009 0.001 0.001 0.2177
H -0.923 2.935 0.442 -0.003 -0.006 0.007 0.0863
H -1.024 1.538 1.517 -0.011 -0.002 -0.003 0.0694
H -1.975 2.998 1.869 0.021 0.005 0.005 0.5962
```
Positions in Å, forces in eV/Å.



The following is a DFT calculation (wB97M-V/def2-TZVPD) of one molecule with the formula C3H7NO2S2 in a non-equilibrium geometry.

Values from the calculation:
Spin multiplicity: 1
LUMO level: 0.13 eV
Energy relative to the best compared isomer or geometry (same formula, charge and spin): 62.12 kcal per mole
Frontier orbital gap: 9.4 eV
M: 153.2 g/mol

```
15
Properties=species:S:1:pos:R:3:forces:R:3:mulliken_charge:R:1
C 0.562 1.368 -0.127 0.403 0.135 0.145 -0.3665
C 0.816 0.360 -1.238 -0.275 -0.214 0.493 -0.8293
C -1.528 1.247 0.903 -0.145 -0.027 0.478 -0.2484
N -0.851 1.615 -0.082 -0.227 0.415 -0.564 -0.4161
O -0.253 -2.488 1.621 -0.036 -0.041 0.294 -0.4566
O 0.087 -2.054 -2.026 -0.067 -0.632 -0.913 -0.5736
S 0.975 -1.763 0.785 -0.372 0.213 -0.327 0.0466
S -0.198 -1.155 -0.918 0.805 0.414 0.643 0.5128
H 0.965 0.999 0.828 -0.036 0.102 -0.132 0.3748
H 1.053 2.314 -0.379 0.050 -0.133 0.026 0.3238
H 0.449 0.734 -2.192 -0.035 -0.104 -0.037 0.3627
H 1.864 0.082 -1.330 0.037 -0.106 -0.023 0.4066
H -2.591 1.424 0.876 -0.333 0.009 0.073 0.2826
H -1.124 0.760 1.795 0.178 -0.034 0.014 0.2374
H -0.227 -3.443 1.483 0.052 0.003 -0.171 0.3433
```
Positions in Å, forces in eV/Å.



What is the M in the second record? 661.0 g/mol



The lowest M belongs to which entry? C3H7NO2S2